{
  "formula": "CHNO3S",
  "method": "the ωB97M-V functional and the def2-TZVPD basis",
  "species": ["C", "N", "O", "O", "O", "S", "H"],
  "positions_angstrom": [[-2.72631, -0.35678, -0.18093], [4.37650, 0.01956, -0.77461], [4.61155, -1.21689, -0.57887], [4.51245, 0.53501, -1.92873], [-1.75835, 0.26078, 0.02269], [-5.09477, 0.43263, 1.97189], [-3.92108, 0.32570, 1.46857]],
  "mulliken_charge": [0.151, -0.011, -0.493, -0.495, -0.180, -0.760, -0.213],
  "mol_weight_g_mol": 107.09,
  "total_charge": -2,
  "e_homo_ha": -0.0366,
  "e_above_lowest_kcal_mol": 29.7
}

=====

{
  "formula": "CHNO3S3",
  "method": "the ωB97M-V functional and the def2-TZVPD basis",
  "species": ["C", "N", "O", "O", "O", "S", "S", "S", "H"],
  "positions_angstrom": [[0.72979, -0.68492, -1.52710], [-0.26895, 0.83448, 1.32497], [-0.30800, -0.89639, -0.70061], [-2.37482, -0.48190, 0.84140], [1.15807, -1.38244, -2.39660], [1.55699, 0.91723, -0.96921], [1.47702, 0.85971, 1.05102], [-1.36509, 0.27113, 0.19206], [-0.60501, 0.56309, 2.18407]],
  "mulliken_charge": [0.697, -0.352, -0.401, -0.468, -0.436, -0.154, 0.085, 0.725, 0.305],
  "mol_weight_g_mol": 171.22,
  "total_charge": 0,
  "e_homo_ha": -0.3440,
  "e_above_lowest_kcal_mol": 9.0
}

=====

{
  "formula": "CHNO4S",
  "method": "the ωB97M-V functional and the def2-TZVPD basis",
  "species": ["C", "N", "O", "O", "O", "O", "S", "H"],
  "positions_angstrom": [[0.27387, -0.26816, -0.09101], [-2.18476, 0.68129, -0.82957], [0.53526, -1.59766, 0.69370], [-1.74518, 1.20131, -1.70891], [1.93899, 0.55971, 2.25769], [-1.05063, 0.10403, -0.07738], [1.78800, -0.38954, 1.05293], [0.44445, -0.29098, -1.29746]],
  "mulliken_charge": [0.149, 0.423, -0.331, -0.211, -0.462, -0.315, 0.511, 0.236],
  "mol_weight_g_mol": 123.09,
  "total_charge": 0,
  "e_homo_ha": [-0.3630, -0.3630],
  "e_above_lowest_kcal_mol": 133.1
}

=====

{
  "formula": "CHNO5S2",
  "method": "the ωB97M-V functional and the def2-TZVPD basis",
  "species": ["C", "N", "O", "O", "O", "O", "O", "S", "S", "H"],
  "positions_angstrom": [[0.27676, 0.32066, 0.38768], [-0.12714, 1.39414, 1.20717], [-0.33348, -2.12772, 1.50284], [-1.87154, 0.13371, -1.17429], [2.04547, -1.68675, 1.12360], [0.11837, -0.76537, -2.09904], [0.07951, 1.61664, -1.73217], [0.74058, -1.08197, 1.64176], [-0.41439, 0.29598, -1.27517], [-0.51414, 1.90069, 0.41762]],
  "mulliken_charge": [0.252, -0.709, -0.630, -0.631, -0.671, -0.666, -0.718, 0.412, 1.027, 0.335],
  "mol_weight_g_mol": 171.16,
  "total_charge": -2,
  "e_homo_ha": -0.0118,
  "e_above_lowest_kcal_mol": 43.6
}

=====

{
  "formula": "CHNOS3",
  "method": "the ωB97M-V functional and the def2-TZVPD basis",
  "species": ["C", "N", "O", "S", "S", "S", "H"],
  "positions_angstrom": [[0.31286, 0.36092, -0.37288], [-1.41368, -0.03442, 1.23188], [-1.03566, -0.53566, -1.13825], [0.46404, 1.93034, -0.49792], [1.29237, -0.68730, 0.62376], [-1.96639, -0.78601, 0.16745], [2.34646, -0.24785, -0.01403]],
  "mulliken_spin": [-0.037, 1.112, 0.229, 0.067, 0.002, 0.626, 0.001],
  "mol_weight_g_mol": 139.23,
  "total_charge": 0,
  "multiplicity": 3,
  "e_homo_ha": [-0.2649, -0.3611]
}

=====

{
  "formula": "CHNP2S2",
  "method": "the ωB97M-V functional and the def2-TZVPD basis",
  "species": ["H", "N", "P", "C", "P", "S", "S"],
  "positions_angstrom": [[-0.89610, -0.15602, -0.15526], [-0.58522, 0.67842, -0.63093], [0.85116, 1.01781, -1.07497], [2.20480, -0.38712, -0.81871], [3.94606, -0.80142, -0.88929], [4.40847, 0.71220, 0.28264], [1.98997, -1.73771, 0.15045]],
  "mulliken_charge": [0.267, -0.395, 0.248, 0.217, 0.119, -0.308, -0.148],
  "smiles": "[H]/N=P\\C1=P(=S)S1",
  "mol_weight_g_mol": 153.11,
  "total_charge": 0,
  "e_homo_ha": [-0.3255, -0.3255],
  "e_above_lowest_kcal_mol": 32.6
}

=====

{
  "formula": "CHNS2",
  "method": "the ωB97M-V functional and the def2-TZVPD basis",
  "species": ["S", "C", "N", "S", "H"],
  "positions_angstrom": [[0.82409, -0.71952, -2.67067], [0.12918, -0.42174, -1.21267], [-0.03178, 0.00253, -0.07319], [-1.02895, 0.37869, 1.68402], [0.10746, 0.76005, 2.27251]],
  "mulliken_charge": [-0.261, 0.379, -0.412, 0.087, 0.207],
  "smiles": "S=C=NS",
  "mol_weight_g_mol": 91.16,
  "total_charge": 0,
  "e_homo_ha": -0.3336,
  "e_above_lowest_kcal_mol": 35.7
}

=====

{
  "formula": "CHNS4",
  "method": "the ωB97M-V functional and the def2-TZVPD basis",
  "species": ["C", "N", "S", "S", "S", "S", "H"],
  "positions_angstrom": [[0.46737, -0.38702, 0.08142], [-0.08943, -1.16608, -0.65287], [0.11451, 1.68854, -0.39861], [-0.78292, -1.19552, -2.10593], [-1.79670, 1.36507, -0.56893], [1.02374, -0.76923, 1.61698], [1.06342, 0.46423, 2.02793]],
  "mulliken_charge": [0.420, -0.224, -0.014, -0.053, -0.101, -0.163, 0.135],
  "mol_weight_g_mol": 155.29,
  "total_charge": 0,
  "e_homo_ha": [-0.3086, -0.3147],
  "e_above_lowest_kcal_mol": 51.1
}